C4H7FO in the gas phase at a distorted geometry, computed with the ωB97M-V functional and the def2-TZVPD basis.

```
13
Properties=species:S:1:pos:R:3:forces:R:3
F 2.82809 -0.29283 -0.02712 -0.8170 0.2724 0.3252
C 1.45209 -0.50536 -0.22687 -0.4103 -2.3864 0.5482
C 0.63020 0.75042 -0.09223 1.1314 -0.0706 -0.5387
C -0.82174 0.56324 -0.22283 -2.5627 -1.8385 0.5563
C -1.64563 -0.42792 0.52098 -0.6201 1.0453 2.4304
O -1.48378 -0.63428 -0.80234 1.6398 -0.0547 -1.9576
H 1.02874 -1.20652 0.58654 1.1737 0.6740 -1.0976
H 1.41740 -1.07772 -1.19329 -0.4642 0.9146 0.7648
H 0.88396 1.20935 0.87184 -0.1836 -0.0090 -0.1529
H 0.89216 1.43080 -0.87292 0.5742 0.6924 -0.4598
H -1.42899 1.37181 -0.53066 0.0166 1.1856 -0.2422
H -1.04783 -1.09712 1.19406 -1.0997 0.4027 -0.3412
H -2.70467 -0.08386 0.79485 1.6218 -0.8278 0.1650
```
Forces are in eV/Å.

Computed properties:
LUMO level, eV: 1.0562
Orbital gap, hartree: 0.42782
SMILES: FCC[C@@H]1CO1

These are the natural (NBO) partial charges, in e, on atoms 1 to 6:
1. F -0.37
2. C 0.07
3. C -0.48
4. C 0.05
5. C -0.09
6. O -0.49